C22H41BCuN7P | ωB97M-V/def2-TZVPD

```
73
Properties=species:S:1:pos:R:3:lowdin_charge:R:1
H 0.96490 3.30720 0.22220 0.081
N 0.53940 1.76420 -1.15030 0.011
B 0.16300 0.34330 -3.21310 -0.494
N 0.53960 1.67520 -2.50550 -0.024
C 0.90020 2.87030 -3.04100 -0.075
Cu 0.00000 0.00000 0.00000 0.268
H 0.95750 2.99400 -4.12190 0.119
C 1.14160 3.76300 -1.99670 -0.064
H 1.44850 4.80510 -2.07240 0.091
C 0.90000 3.01650 -0.82610 -0.131
H 0.22510 0.47550 -4.41350 0.116
C -0.51920 -1.70180 1.05030 -0.090
H -0.49460 -1.54540 2.14050 -0.054
H 0.18150 -2.51550 0.78970 0.016
H -1.53830 -2.01140 0.75630 0.015
N -1.27790 -0.05290 -2.78910 -0.026
N 1.14620 -0.76330 -2.74200 -0.022
N -1.58270 -0.24590 -1.48030 -0.004
N 1.25160 -1.07650 -1.42530 0.020
C -2.38820 -0.23870 -3.54910 -0.078
C 2.00700 -1.52680 -3.46370 -0.074
H -2.33970 -0.12520 -4.63170 0.118
H 2.06620 -1.41650 -4.54600 0.119
C -3.44810 -0.56370 -2.70270 -0.072
C 2.69300 -2.36360 -2.58340 -0.066
C -2.88820 -0.55320 -1.40960 -0.140
C 2.18130 -2.03880 -1.31110 -0.128
H -4.47940 -0.77520 -2.98180 0.090
H 3.45620 -3.10080 -2.82760 0.091
H -3.34990 -0.74500 -0.44100 0.103
H 2.43150 -2.43940 -0.32860 0.093
H -0.88820 0.78510 1.02440 0.121
C -1.64400 0.00890 3.56730 -0.124
C -0.41450 0.92510 3.87250 -0.555
C -0.83410 2.35350 3.46790 -0.109
C -0.34490 0.88020 5.42120 -0.113
P 1.37980 0.43420 3.09570 1.039
N 1.46200 0.27850 1.41860 -0.207
C 2.67620 1.88690 3.38050 -0.596
C 2.66510 2.42610 4.82880 -0.104
C 4.11550 1.45280 3.03670 -0.107
C 2.39450 3.07610 2.44980 -0.120
C 2.11330 -1.24720 3.83440 -0.584
C 2.69690 -1.03240 5.24990 -0.109
C 1.08480 -2.39460 4.00180 -0.102
C 3.21320 -1.80960 2.90970 -0.099
H -2.54560 0.37710 4.10680 0.093
H -1.51320 -1.02420 3.93550 0.069
H -1.98580 -0.00980 2.52570 0.042
H -1.84290 2.60060 3.86850 0.096
H -0.16790 3.10830 3.91270 0.061
H -0.86960 2.48580 2.37100 0.063
H -0.18140 -0.15320 5.77950 0.067
H 0.43050 1.51450 5.86080 0.056
H -1.30540 1.21410 5.87530 0.095
H 2.82720 1.64320 5.58730 0.063
H 3.46300 3.18610 4.97150 0.092
H 1.72490 2.95600 5.05510 0.063
H 4.17220 1.07300 1.99480 0.090
H 4.81330 2.31490 3.12120 0.094
H 4.51700 0.70290 3.72990 0.059
H 2.57520 2.75740 1.40970 0.059
H 1.38290 3.49140 2.54660 0.057
H 3.09800 3.91370 2.65360 0.098
H 3.08390 -1.98780 5.66710 0.091
H 3.55910 -0.35640 5.25990 0.056
H 1.94090 -0.65010 5.95800 0.068
H 0.75790 -2.84150 3.05440 0.061
H 1.55360 -3.26190 4.51730 0.092
H 0.23180 -2.09700 4.63480 0.066
H 2.78200 -2.03540 1.91470 0.055
H 4.06090 -1.13330 2.75480 0.057
H 3.62820 -2.75600 3.31970 0.096
```

Values from the calculation:
HOMO-LUMO gap (alpha / beta) = 6.993 / 7.108 eV
HOMO (alpha / beta) = -7.291 / -7.374 eV
Multiplicity = 2
Total energy = -88511.5526 eV
E_LUMO (alpha / beta) = -0.30 / -0.27 eV

***

C22H41NO10 | ωB97M-V/def2-TZVPD

```
74
Properties=species:S:1:pos:R:3:lowdin_charge:R:1
O 7.34739 -1.65842 1.63198 0.118
C 6.38152 -1.03688 1.27601 -0.500
O 5.18984 -1.10190 1.96080 0.084
C 6.38463 -0.14734 0.03281 -0.092
C 5.22696 -0.52352 -0.96030 -0.151
C 3.99723 0.39747 -0.68914 -0.125
C 2.69922 -0.32540 -0.32421 -0.141
C 2.44605 -1.70209 -0.53547 0.015
C 1.23703 -2.20642 -0.13350 -0.027
N 0.31869 -1.41960 0.44602 0.155
C 0.50861 -0.11966 0.66259 -0.079
C -0.55343 0.76689 1.36860 -0.655
O -0.96969 0.29910 2.44657 -0.009
O -0.86145 1.84038 0.84435 0.012
C 1.70379 0.46497 0.27892 0.068
H 5.39970 -1.08107 2.90597 0.127
H 6.33035 0.89741 0.37679 0.124
H 7.34774 -0.26140 -0.48378 0.122
H 5.02390 -1.58920 -0.78880 0.097
H 5.57242 -0.36786 -1.99317 0.115
H 4.22385 1.04158 0.17776 0.115
H 3.79102 1.09860 -1.51718 0.135
H 3.19363 -2.32945 -1.01443 0.111
H 1.03489 -3.26944 -0.28889 0.137
H -0.54211 -1.86628 0.74727 0.187
H 1.89914 1.52415 0.44396 0.146
C -2.56141 2.61262 3.49491 -0.095
O -3.04509 3.21691 4.69793 -0.194
C -2.00080 3.63838 5.55473 -0.215
C -1.77215 5.13448 5.45507 -0.210
O -1.27018 5.50138 4.17781 -0.193
C -2.27006 6.03903 3.32844 -0.111
H -3.39564 2.54220 2.79644 0.087
H -1.77141 3.20544 3.03220 0.080
H -2.19180 1.61175 3.70131 0.064
H -1.07748 3.08884 5.34489 0.127
H -2.31001 3.39862 6.57850 0.121
H -1.01389 5.42422 6.19087 0.120
H -2.69108 5.68285 5.68518 0.123
H -2.51462 7.06083 3.64145 0.085
H -3.17541 5.42896 3.33047 0.085
H -1.87053 6.06969 2.31554 0.087
C -5.69007 2.80933 -0.10061 -0.119
O -4.53297 3.62388 -0.09513 -0.196
C -3.36439 2.92673 -0.52692 -0.208
C -3.01975 3.26534 -1.96180 -0.195
O -4.00521 2.77959 -2.87143 -0.196
C -4.89115 3.79350 -3.30973 -0.120
H -6.56000 3.45834 0.00224 0.087
H -5.78471 2.24386 -1.03144 0.082
H -5.66564 2.11660 0.74780 0.086
H -3.48453 1.84779 -0.39797 0.126
H -2.54492 3.24852 0.11518 0.102
H -2.07826 2.77092 -2.21859 0.123
H -2.87847 4.34390 -2.08330 0.125
H -4.38744 4.44037 -4.03707 0.086
H -5.26009 4.39775 -2.47794 0.083
H -5.73875 3.31316 -3.79819 0.086
C 1.36085 -8.65158 -3.83355 -0.108
O 0.58312 -7.55641 -4.29086 -0.189
C -0.13773 -6.91897 -3.24736 -0.204
C 0.54277 -5.63809 -2.80688 -0.207
O 1.79562 -5.90426 -2.18207 -0.203
C 2.89337 -5.67078 -3.05096 -0.109
H 2.05434 -8.92573 -4.62748 0.090
H 1.93581 -8.39648 -2.94032 0.083
H 0.71352 -9.50810 -3.62031 0.090
H -0.27864 -7.59648 -2.39992 0.128
H -1.12572 -6.67093 -3.64722 0.127
H -0.08930 -5.14569 -2.05994 0.116
H 0.66530 -4.95071 -3.64919 0.127
H 3.05814 -4.59282 -3.16233 0.082
H 2.73546 -6.11863 -4.03374 0.086
H 3.78006 -6.11478 -2.60031 0.091
```

Values from the calculation:
HOMO-LUMO gap = 7.335 eV
HOMO = -8.169 eV
Total energy = -45439.7584 eV
E_LUMO = -0.83 eV

***

C22H42Cl3N2O3PbSSi | ωB97M-V/def2-TZVPD

```
75
Properties=species:S:1:pos:R:3:lowdin_charge:R:1
C 2.54293 -0.52509 -4.88941 -0.055
C 3.10709 -0.69429 -3.50952 -0.231
H 3.34003 -0.46629 -5.63692 0.055
H 1.91780 0.37933 -4.97837 0.071
H 1.91569 -1.40584 -5.11901 0.087
C 4.41434 -0.89268 -3.28219 -0.132
C 5.50351 -0.86615 -4.32119 -0.135
H 4.77363 -1.06167 -2.25928 0.095
H 5.53235 0.07379 -4.88827 0.066
H 5.46724 -1.68859 -5.04497 0.066
H 6.46221 -0.95323 -3.80023 0.055
Pb -2.39331 -2.11554 -0.43615 0.631
Cl -2.72823 -3.85461 1.47493 -0.269
Cl -1.03841 0.72492 -1.08855 0.340
C 0.14172 -2.34486 1.53738 -0.366
O -0.35244 -1.42162 0.82974 -0.286
N 0.67062 -2.12993 2.74384 -0.146
C 0.84817 -0.73283 3.14949 -0.019
C 1.16498 -3.21194 3.60217 -0.030
H 0.11132 -3.37370 1.18857 0.102
H 0.14224 -0.10277 2.59404 0.086
H 1.87759 -0.39257 2.92951 0.081
H 0.66709 -0.64934 4.22885 0.086
H 0.48364 -4.07713 3.56305 0.095
H 1.22138 -2.84567 4.63028 0.083
H 2.16518 -3.54573 3.29439 0.069
H 2.60389 2.76364 -2.95220 0.081
H 4.70597 1.71992 -1.08280 0.086
C 2.83181 3.54136 -2.21510 -0.050
C 4.33407 2.57723 -0.49450 -0.075
N 2.98223 2.93438 -0.91414 -0.194
H 2.01084 4.25650 -2.18545 0.081
C 1.90134 2.82488 -0.09314 -0.343
O 0.81609 3.35922 -0.28761 -0.031
H 4.35179 2.30684 0.57433 0.084
H 2.11954 2.21299 0.81302 0.128
H 3.77477 4.03295 -2.45470 0.074
H 5.01468 3.42860 -0.66600 0.081
O 1.38212 0.60908 -2.37656 -0.322
C 2.03866 -0.56786 -2.39854 -0.493
C 3.08235 -0.50074 0.00286 -0.038
C 2.54801 -1.22047 -1.06335 -0.157
H 2.97167 0.59073 -0.00091 0.063
C 3.68487 -1.16375 1.08343 -0.114
H 1.22076 -1.25578 -2.70173 0.076
C 2.52769 -2.61215 -0.98434 -0.081
H 4.15307 -0.57905 1.88653 0.094
C 3.64559 -2.56201 1.17854 -0.139
C 3.02679 -3.27542 0.14166 -0.106
H 2.05058 -3.17409 -1.78943 0.078
H 4.10218 -3.07137 2.03367 0.087
H 2.92924 -4.35887 0.22185 0.096
Si -1.65136 1.74040 -2.86936 0.291
Cl -0.70036 -3.06143 -1.84983 -0.081
C -1.48638 3.62171 -2.64743 -0.200
C -3.53190 1.26183 -2.68166 -0.250
C -1.30327 1.37754 -4.68254 -0.206
H -0.96779 3.88546 -1.71192 0.003
H -2.49772 4.07190 -2.61960 0.025
H -0.93296 4.09386 -3.47615 0.023
H -0.49179 1.97261 -5.12729 0.025
H -2.20500 1.61837 -5.28580 0.033
H -1.08414 0.31668 -4.85790 0.028
H -3.66802 0.20993 -2.98709 0.014
H -4.23602 1.82115 -3.30189 0.014
H -3.87939 1.33358 -1.63519 -0.013
C -4.66595 1.41457 1.43682 -0.415
S -2.98436 1.03863 1.97805 0.705
C -3.27205 -0.39213 3.04190 -0.430
H -4.71826 1.25008 0.35348 0.004
H -4.89174 2.45950 1.67874 0.027
H -5.38694 0.77748 1.94853 0.027
H -4.34623 -0.53201 3.16367 0.026
H -2.83933 -1.30683 2.61559 -0.043
H -2.84681 -0.16345 4.02428 0.024
```

Values from the calculation:
Net charge = -1
HOMO-LUMO gap = 5.773 eV
HOMO = -3.278 eV
Total energy = -94150.1724 eV
E_LUMO = 2.49 eV